Below is 2 unconnected molecules or ions with the total composition C10H21N2, with properties calculated with ωB97M-V/def2-TZVPD.

## Properties
HOMO level = -13.138 eV
frontier orbital gap = 9.45 eV
energy above the lowest of the compared OMol25 structures with the same formula, charge and spin = 2.9296 eV

The geometry in ORCA input format:
```
! wB97M-V def2-TZVPD RIJCOSX def2/J DEFGRID3
* xyz 1 1
C 0.004 -1.997 0.823
C 0.403 0.305 0.227
C -0.720 1.276 0.308
C -0.285 2.635 0.557
C 0.029 -4.353 1.743
C 2.320 2.937 -1.397
C -0.419 -1.256 -1.442
C -3.136 1.509 0.042
C -0.292 -3.415 0.597
C 3.606 2.944 -1.571
N 0.079 -1.149 -0.090
N -1.855 0.722 0.113
H 0.971 0.572 -0.612
H 1.004 0.273 1.217
H 0.780 2.438 0.862
H -0.793 3.104 1.419
H -0.426 3.336 -0.227
H -0.402 -4.013 2.778
H 1.120 -4.403 2.121
H -0.354 -5.421 1.481
H 1.620 2.080 -1.528
H 0.149 -1.838 1.954
H 1.777 3.619 -0.790
H -1.341 -0.650 -1.518
H 0.284 -0.897 -2.256
H -0.614 -2.343 -1.725
H -3.826 1.100 0.804
H -3.615 1.590 -0.910
H -3.085 2.500 0.386
H -1.375 -3.466 0.630
H 0.164 -3.763 -0.369
H 4.069 2.235 -2.243
H 4.160 3.791 -1.384
*
```